224
Properties=species:S:1:pos:R:3:mulliken_spin:R:1 method="wB97M-V/def2-TZVPD" total_energy_ha=-5176.0044 charge=+4 multiplicity=2 homo_energy_ev="-10.78 / -15.37" s2=0.754 lumo_energy_ev="-7.740 / -7.738" homo_lumo_gap_ev="3.04 / 7.64"
N -13.9990 -15.2025 -7.7212 -0.011
S -13.4194 -13.9122 -8.1617 0.000
O -14.3753 -13.0311 -8.7905 0.002
O -12.0444 -13.9504 -8.5672 0.002
F -13.2485 -13.2780 -6.7262 0.003
S -13.8709 -16.0202 -9.2257 0.002
O -12.5700 -16.5515 -9.5915 0.013
O -14.5309 -15.4156 -10.3857 0.000
F -14.7002 -17.3767 -8.9328 -0.006
C -16.2657 -11.4574 -6.0540 -0.007
C -16.4598 -10.1210 -5.4882 0.000
O -15.5550 -9.2173 -5.4543 0.000
N -17.8804 -9.8120 -5.0275 0.000
H -17.9971 -8.8446 -4.7621 0.000
H -18.4211 -9.9734 -5.8652 0.000
C -18.4571 -10.8054 -3.8932 0.000
H -15.7758 -12.0134 -5.2546 0.009
H -15.5351 -11.3173 -6.8508 0.000
H -17.1062 -12.0321 -6.4430 0.000
H -18.5519 -11.7676 -4.3964 0.000
H -19.4503 -10.4325 -3.6427 0.000
H -17.7282 -10.9003 -3.0884 0.000
C -14.7341 -18.7632 -4.7166 0.045
C -15.2901 -17.4542 -5.3140 0.523
O -16.4721 -17.2779 -5.5064 0.289
N -14.2979 -16.2635 -5.3373 0.202
H -13.3237 -16.5275 -5.2996 0.008
H -14.4049 -15.9536 -6.2926 -0.192
C -14.5634 -15.2205 -4.2126 0.069
H -14.3438 -18.6414 -3.7062 0.007
H -13.8920 -19.2063 -5.2483 0.008
H -15.4967 -19.5314 -4.5888 -0.001
H -14.0912 -14.2666 -4.4474 0.021
H -14.2857 -15.6237 -3.2387 0.019
H -15.6318 -15.1081 -4.3968 -0.017
C -9.7554 -13.7639 -5.8809 -0.001
C -10.9421 -13.6785 -4.8312 -0.025
C -10.4376 -13.5795 -3.3870 -0.013
C -11.4802 -13.3954 -2.3162 -0.018
N -10.9650 -13.4400 -0.8289 -0.001
C -10.6043 -14.8889 -0.3239 0.001
C -11.9405 -15.5210 0.1644 0.000
C -13.0137 -14.4136 0.1362 -0.006
C -12.0855 -13.1917 0.1736 0.000
C -9.8493 -12.3764 -0.6349 0.000
H -10.1444 -14.2559 -6.7723 0.000
H -8.9093 -14.3949 -5.6089 0.000
H -9.3011 -12.7844 -6.0304 0.000
H -11.6794 -14.4794 -4.7755 0.026
H -11.5683 -12.8031 -5.0033 -0.001
H -9.7416 -12.7421 -3.3360 0.001
H -10.0442 -14.5742 -3.1779 0.000
H -12.2735 -14.1388 -2.3951 0.026
H -11.9536 -12.4182 -2.2214 -0.003
H -9.8993 -14.6930 0.4841 0.000
H -9.9770 -15.4257 -1.0356 0.000
H -11.8246 -15.9471 1.1609 0.001
H -12.0687 -16.3084 -0.5783 0.003
H -13.7518 -14.6069 0.9147 0.000
H -13.5760 -14.4860 -0.7947 0.009
H -11.5108 -13.1882 1.0997 0.000
H -12.6879 -12.2877 0.0840 0.000
H -8.9318 -12.5473 -1.1981 0.000
H -9.6368 -12.2997 0.4314 0.000
H -10.3098 -11.4760 -1.0417 0.000
C -7.0892 -15.9110 -7.2636 0.000
C -6.9193 -17.0332 -8.2409 0.000
C -7.7414 -18.3552 -7.8646 0.000
C -9.3220 -18.1860 -7.8992 -0.005
P -10.2707 -19.7703 -7.7158 -0.002
C -9.5569 -21.0845 -8.8049 0.001
C -9.5111 -20.6909 -10.3376 0.000
C -8.8636 -21.8329 -11.2012 0.000
C -9.6162 -23.1385 -11.0955 0.000
C -10.1839 -20.4925 -6.0219 -0.001
C -8.8840 -20.5036 -5.1396 0.001
C -7.8464 -21.6307 -5.4544 0.000
C -8.4068 -22.9859 -5.7675 0.000
C -11.9510 -19.5122 -8.1835 -0.115
C -12.8772 -20.7416 -8.1951 -0.041
C -14.3559 -20.4045 -8.4980 -0.015
C -15.2984 -21.6485 -8.2308 0.009
H -8.0255 -15.4464 -7.5728 0.000
H -6.2876 -15.1743 -7.2113 0.000
H -7.2713 -16.2730 -6.2517 0.000
H -5.8740 -17.3277 -8.3338 0.000
H -7.1503 -16.4815 -9.1522 0.000
H -7.3030 -18.8452 -6.9952 0.000
H -7.3657 -18.9947 -8.6633 0.000
H -9.6065 -17.6962 -8.8304 0.000
H -9.6168 -17.5463 -7.0673 0.011
H -10.1152 -22.0024 -8.6211 0.000
H -8.5589 -21.3304 -8.4419 0.000
H -8.9239 -19.7869 -10.4988 0.000
H -10.4866 -20.5059 -10.7875 0.000
H -7.8729 -22.0953 -10.8301 0.000
H -8.7001 -21.4346 -12.2025 0.000
H -9.0560 -23.9992 -11.4609 0.000
H -10.5829 -23.1494 -11.5989 0.000
H -9.8358 -23.5168 -10.0971 0.000
H -10.5747 -21.5077 -6.0903 -0.001
H -10.9466 -19.9521 -5.4614 0.003
H -9.2824 -20.5709 -4.1272 0.000
H -8.4892 -19.4878 -5.1199 0.000
H -7.0851 -21.7189 -4.6793 0.000
H -7.1952 -21.3622 -6.2863 0.000
H -8.6456 -22.9429 -6.8302 0.000
H -9.2140 -23.3722 -5.1451 0.000
H -7.5801 -23.6958 -5.7404 0.000
H -11.8389 -19.0754 -9.1759 -0.010
H -12.3200 -18.7915 -7.4538 0.130
H -12.9891 -21.1616 -7.1954 -0.004
H -12.4507 -21.4942 -8.8583 0.002
H -14.4210 -20.0260 -9.5180 0.004
H -14.7031 -19.5590 -7.9041 0.042
H -16.3152 -21.5813 -8.6178 0.000
H -15.6276 -21.6039 -7.1927 0.001
H -14.9194 -22.6437 -8.4630 0.000
C -17.9606 -18.9387 -8.3162 -0.006
C -18.7006 -19.8683 -9.3684 0.001
C -19.3500 -21.0165 -8.5573 0.000
C -20.0855 -21.9329 -9.5615 0.000
P -21.3403 -23.1355 -8.8021 0.000
C -22.1163 -22.2249 -7.4349 0.000
C -23.3001 -22.9593 -6.7646 0.000
C -23.7237 -22.3030 -5.4736 0.000
C -22.8137 -22.8774 -4.3030 0.000
C -22.5844 -23.6136 -10.1232 0.000
C -23.4088 -22.4593 -10.8014 0.000
C -24.6783 -22.1016 -10.0253 0.000
C -25.3717 -20.8282 -10.6207 0.000
C -20.4626 -24.5907 -8.1071 0.000
C -18.9538 -24.2261 -7.6717 0.000
C -18.2152 -25.4529 -7.0826 0.000
C -16.7139 -25.1073 -7.1283 0.000
H -17.5118 -18.1675 -8.9424 0.003
H -17.2249 -19.6405 -7.9232 0.004
H -18.5885 -18.5070 -7.5368 -0.002
H -18.0326 -20.2938 -10.1173 0.000
H -19.4501 -19.2918 -9.9107 0.000
H -20.0442 -20.4546 -7.9323 -0.001
H -18.6229 -21.5054 -7.9090 0.001
H -19.3557 -22.4639 -10.1727 0.000
H -20.6334 -21.2987 -10.2584 0.000
H -22.4213 -21.3599 -8.0238 0.000
H -21.3437 -21.8493 -6.7641 0.000
H -23.0481 -23.9907 -6.5179 0.000
H -24.0554 -23.0439 -7.5460 0.000
H -24.8017 -22.4046 -5.3486 0.000
H -23.6839 -21.2141 -5.5023 0.000
H -21.7733 -22.7748 -4.6114 0.000
H -22.9057 -23.9607 -4.2248 0.000
H -23.1478 -22.4744 -3.3469 0.000
H -23.3253 -24.2568 -9.6483 0.000
H -22.0547 -24.1891 -10.8824 0.000
H -23.8000 -22.7851 -11.7652 0.000
H -22.7649 -21.5873 -10.9157 0.000
H -24.3136 -21.7175 -9.0726 0.000
H -25.4253 -22.8898 -9.9313 0.000
H -25.1058 -19.9135 -10.0910 0.000
H -26.4487 -20.9559 -10.5118 0.000
H -25.2561 -20.6616 -11.6917 0.000
H -20.7282 -25.4155 -8.7684 0.000
H -20.9968 -24.9290 -7.2193 0.000
H -18.8996 -23.4294 -6.9298 0.000
H -18.3582 -23.9298 -8.5352 0.000
H -18.4442 -26.3420 -7.6701 0.000
H -18.4403 -25.5319 -6.0191 0.000
H -16.4616 -24.6215 -8.0709 0.000
H -16.1159 -26.0178 -7.1674 0.000
H -16.4001 -24.4204 -6.3423 0.000
C -16.4196 -18.1292 -12.3190 0.000
C -16.7111 -17.8202 -13.7753 0.000
C -15.6277 -16.9437 -14.5395 0.000
C -15.5445 -15.5297 -13.7548 0.000
P -14.1895 -14.3257 -14.3154 0.000
C -13.9895 -12.8352 -13.3482 0.000
C -14.9422 -12.6226 -12.1770 0.000
C -14.8913 -11.2087 -11.5832 0.000
C -13.4289 -10.7427 -11.1865 0.000
C -14.6942 -13.8054 -15.9962 0.000
C -16.0660 -13.1808 -16.1299 0.000
C -17.2207 -14.1723 -16.5031 0.000
C -18.4667 -13.5080 -17.0202 0.000
C -12.5064 -15.1756 -14.4214 0.000
C -12.0857 -15.9831 -13.1573 0.000
C -10.8290 -16.8107 -13.3792 0.000
C -10.0326 -17.3175 -12.1077 0.000
H -16.1825 -17.3048 -11.6464 0.001
H -15.5973 -18.8355 -12.2055 0.000
H -17.3342 -18.6408 -12.0193 0.000
H -17.6776 -17.3163 -13.7706 0.000
H -17.0294 -18.6890 -14.3514 0.000
H -16.0583 -16.8572 -15.5371 0.000
H -14.7145 -17.5340 -14.6141 0.000
H -15.3203 -15.7219 -12.7055 0.000
H -16.5016 -15.0081 -13.7510 0.000
H -13.9702 -11.9653 -14.0046 0.000
H -12.9619 -12.8289 -12.9849 0.000
H -14.6257 -13.2858 -11.3720 0.000
H -15.9264 -13.0150 -12.4330 0.000
H -15.4729 -11.2379 -10.6618 0.000
H -15.4045 -10.4699 -12.1988 0.000
H -12.7655 -11.4697 -10.7180 0.000
H -13.5488 -9.8686 -10.5465 0.000
H -12.9770 -10.4967 -12.1474 0.000
H -14.7108 -14.7413 -16.5547 0.000
H -13.8867 -13.2149 -16.4290 0.000
H -16.0279 -12.3558 -16.8413 0.000
H -16.2608 -12.6629 -15.1908 0.000
H -17.2978 -14.8744 -15.6729 0.000
H -16.8846 -14.8718 -17.2685 0.000
H -18.9763 -14.2753 -17.6030 0.000
H -18.1783 -12.8235 -17.8179 0.000
H -19.0613 -12.9217 -16.3197 0.000
H -11.8693 -14.3539 -14.7487 0.000
H -12.4656 -15.8606 -15.2683 0.000
H -12.9117 -16.6403 -12.8857 0.000
H -11.9054 -15.2687 -12.3541 0.000
H -10.1012 -16.2230 -13.9387 0.000
H -10.9914 -17.6613 -14.0412 0.000
H -9.8558 -16.5306 -11.3745 0.000
H -9.0003 -17.6442 -12.2326 0.000
H -10.5408 -18.1222 -11.5764 0.000